# 1
ORCA calculation (ωB97M-V/def2-TZVPD) on the molecule C15H16N4O3S2.

The value obtained for the energy above the lowest of the compared OMol25 structures with the same formula, charge and spin is 11.1 kcal/mol. The LUMO energy comes out at 0.384 eV. The value obtained for the HOMO-LUMO gap is 8.74 eV.

CARTESIAN COORDINATES (ANGSTROEM)
C: 2.421 -3.367 -3.157
H: 3.166 -4.147 -3.011
O: 1.701 -3.299 -1.948
C: 0.673 -2.414 -1.853
C: -0.015 -2.424 -0.642
C: -1.088 -1.570 -0.424
C: -1.483 -0.688 -1.427
C: -0.790 -0.679 -2.622
C: 0.281 -1.527 -2.850
H: 0.793 -1.491 -3.798
H: -1.092 0.006 -3.400
H: -2.316 -0.027 -1.267
N: -1.709 -1.631 0.831
C: -2.678 -0.819 1.328
O: -3.284 0.015 0.703
C: -2.962 -1.083 2.808
H: -2.196 -1.689 3.289
H: -3.941 -1.550 2.922
S: -3.093 0.502 3.703
C: -1.692 1.280 3.053
N: -0.801 0.669 2.366
N: 0.151 1.505 1.916
C: 0.021 2.823 2.240
N: 0.814 3.771 1.977
C: 1.922 3.798 1.180
O: 2.948 4.319 1.544
C: 1.778 3.241 -0.238
H: 2.793 3.055 -0.593
H: 1.353 4.030 -0.863
C: 0.928 1.970 -0.346
H: 1.227 1.412 -1.235
H: -0.129 2.220 -0.464
C: 1.074 1.076 0.888
H: 0.824 0.039 0.660
H: 2.099 1.124 1.275
S: -1.425 3.014 3.241
H: -1.278 -2.286 1.467
H: 0.308 -3.118 0.121
H: 2.926 -2.422 -3.379
H: 1.772 -3.640 -3.995

These are the Löwdin partial charges, in e, on atoms 1 to 2: number 1, C, carries -0.0862; number 2, H, carries 0.0936

# 2
ORCA calculation (ωB97M-V/def2-TZVPD) on a structure of composition C36H37NP2PtS.

The value obtained for the energy above the lowest of the compared OMol25 structures with the same formula, charge and spin is 66.5 kcal/mol. The LUMO energy (spin up / spin down) comes out at -0.236 / -2.498 eV. Its spin multiplicity is 3. The value obtained for the HOMO-LUMO gap (spin up / spin down) is 7.43 / 5.41 eV.

CARTESIAN COORDINATES (ANGSTROEM)
Pt: 1.382 0.752 -2.258
C: 0.624 -0.652 2.279
C: 1.737 -0.902 1.575
C: 2.256 -2.164 1.043
C: 1.901 -2.786 -0.285
C: 0.533 -2.560 -0.791
C: -0.537 -2.477 -0.011
C: -0.654 -2.686 1.457
C: -0.539 -1.548 2.458
C: -0.627 0.432 -2.685
H: 0.822 0.195 2.970
H: 2.455 -0.082 1.376
H: 1.999 -2.796 1.878
H: 3.339 -1.992 1.060
H: 2.686 -2.608 -1.016
H: 1.851 -3.867 -0.192
H: 0.474 -2.289 -1.853
H: -1.477 -2.231 -0.509
H: -0.003 -3.539 1.741
H: -1.719 -2.971 1.554
H: -1.393 -0.851 2.440
H: -0.436 -2.009 3.476
H: -1.107 1.204 -2.086
H: -0.940 -0.499 -2.145
H: -0.721 0.565 -3.853
P: 7.525 -1.588 -5.033
P: 5.620 -3.077 -6.966
C: 7.556 -3.404 -5.036
C: 6.788 -4.038 -5.963
C: 9.447 -1.370 -5.039
C: 10.362 -2.346 -4.606
C: 11.733 -2.062 -4.502
C: 12.174 -0.806 -4.933
C: 11.318 0.147 -5.497
C: 9.952 -0.160 -5.565
C: 7.047 -1.238 -3.336
C: 5.688 -1.444 -3.071
C: 5.186 -1.231 -1.791
C: 6.051 -0.834 -0.753
C: 7.410 -0.649 -1.024
C: 7.907 -0.836 -2.312
C: 6.104 -4.079 -8.561
C: 7.389 -3.862 -9.096
C: 7.848 -4.607 -10.191
C: 6.971 -5.566 -10.731
C: 5.674 -5.789 -10.246
C: 5.240 -5.003 -9.166
C: 4.065 -3.932 -6.617
C: 2.917 -3.276 -7.105
C: 1.663 -3.835 -6.931
C: 1.529 -5.043 -6.234
C: 2.662 -5.683 -5.705
C: 3.921 -5.100 -5.874
H: 8.162 -3.944 -4.294
H: 6.869 -5.122 -6.142
H: 10.016 -3.346 -4.336
H: 12.411 -2.827 -4.102
H: 13.226 -0.579 -4.859
H: 11.688 1.112 -5.884
H: 9.243 0.544 -6.017
H: 5.023 -1.790 -3.853
H: 4.119 -1.347 -1.577
H: 5.648 -0.663 0.257
H: 8.079 -0.336 -0.215
H: 8.958 -0.690 -2.495
H: 8.042 -3.119 -8.619
H: 8.861 -4.436 -10.591
H: 7.314 -6.158 -11.573
H: 4.993 -6.539 -10.681
H: 4.231 -5.145 -8.759
H: 3.030 -2.364 -7.682
H: 0.776 -3.353 -7.366
H: 0.538 -5.486 -6.092
H: 2.553 -6.642 -5.192
H: 4.780 -5.616 -5.466
S: 0.367 1.180 0.305
C: -1.254 1.298 0.740
N: -2.352 1.493 1.197

These are the Löwdin partial charges, in e, on atoms 1 to 2: number 1, Pt, carries 0.3554; number 2, C, carries -0.2065

# 3
ORCA calculation (ωB97M-V/def2-TZVPD) on a structure of composition C33H54ClN12O5RbS.

The LUMO energy (spin up / spin down) comes out at 3.606 / 3.604 eV. Its net charge is -2. The value obtained for the HOMO-LUMO gap (spin up / spin down) is 3.56 / 4.65 eV.

CARTESIAN COORDINATES (ANGSTROEM)
Rb: -0.089 -0.267 0.897
C: 4.359 -3.576 1.724
C: 3.008 -2.916 1.549
N: 2.844 -1.604 1.702
N: 3.809 -0.963 2.465
C: 4.340 0.226 2.188
N: 4.755 0.932 3.325
S: 4.663 0.825 0.667
C: 1.872 -3.706 1.248
C: 1.953 -5.081 0.872
C: 0.812 -5.836 0.777
C: -0.434 -5.245 1.042
C: -0.436 -3.878 1.313
N: 0.638 -3.123 1.400
H: 5.133 -2.812 1.792
H: 4.589 -4.217 0.870
H: 4.389 -4.196 2.626
H: 3.838 -1.230 3.446
H: 4.031 1.021 4.027
H: 5.093 1.839 3.042
H: 2.912 -5.528 0.645
H: 0.870 -6.884 0.499
H: -1.354 -5.814 1.033
H: -1.380 -3.364 1.489
N: -1.937 2.739 1.500
C: -3.120 3.522 1.853
C: -4.179 2.685 2.578
C: -4.922 1.668 1.689
N: -4.195 0.497 1.234
H: -1.559 2.324 2.348
H: -1.209 3.332 1.118
H: -3.557 3.929 0.932
H: -2.872 4.380 2.500
H: -4.922 3.362 3.016
H: -3.687 2.157 3.399
H: -5.293 2.191 0.799
H: -5.799 1.313 2.244
H: -3.812 -0.008 2.028
H: -3.401 0.790 0.675
N: 1.586 4.387 0.525
C: 1.483 3.713 -0.690
C: 1.648 4.465 -1.861
C: 1.583 3.812 -3.077
C: 1.350 2.445 -3.090
C: 1.163 1.795 -1.879
N: 1.221 2.415 -0.702
C: 1.667 3.904 1.823
C: 1.963 4.819 2.843
C: 2.013 4.367 4.147
C: 1.790 3.020 4.398
C: 1.523 2.196 3.319
N: 1.462 2.614 2.057
H: 1.779 5.368 0.438
H: 1.835 5.533 -1.806
H: 1.724 4.365 -3.998
H: 1.300 1.886 -4.014
H: 0.955 0.723 -1.856
H: 2.136 5.863 2.609
H: 2.230 5.055 4.954
H: 1.786 2.620 5.403
H: 1.346 1.137 3.474
O: -2.409 0.312 5.698
Cl: -1.341 0.392 4.736
O: -0.103 -0.006 5.345
O: -1.635 -0.461 3.618
O: -1.225 1.759 4.282
C: -1.492 -5.150 -2.201
N: -2.241 -4.088 -1.578
C: -3.489 -4.198 -1.019
C: -3.791 -2.953 -0.546
N: -2.760 -2.089 -0.803
C: -1.837 -2.800 -1.419
H: -1.885 -5.379 -3.196
H: -1.530 -6.050 -1.587
H: -0.458 -4.836 -2.294
H: -4.026 -5.132 -1.000
H: -4.685 -2.618 -0.045
H: -0.880 -2.411 -1.803
C: -1.837 0.279 -3.958
C: -2.801 0.670 -2.848
O: -2.250 1.591 -1.910
C: -2.117 2.902 -2.394
C: -3.434 3.676 -2.369
H: -2.358 -0.334 -4.699
H: -1.001 -0.295 -3.545
H: -1.442 1.165 -4.465
H: -3.054 -0.200 -2.250
H: -3.727 1.086 -3.276
H: -1.695 2.918 -3.407
H: -1.396 3.389 -1.732
H: -3.277 4.693 -2.736
H: -4.189 3.192 -2.992
H: -3.816 3.715 -1.348
C: 1.881 -3.409 -3.308
C: 1.934 -1.887 -2.950
C: 3.099 -1.712 -1.948
C: 2.311 -1.135 -4.253
N: 0.723 -1.399 -2.423
H: 2.829 -3.761 -3.741
H: 1.076 -3.594 -4.025
H: 1.692 -3.976 -2.393
H: 4.038 -2.086 -2.374
H: 2.882 -2.260 -1.030
H: 3.222 -0.661 -1.686
H: 3.202 -1.575 -4.716
H: 2.517 -0.089 -4.018
H: 1.481 -1.182 -4.964

These are the Löwdin partial charges, in e, on atoms 1 to 2: number 1, Rb, carries 0.5329; number 2, C, carries -0.0512

Let's list M in order: 364.45, 772.79, 851.86 u.
Let's list calculated total energy in order: -49587.656, -72073.539, -87220.806 eV.
Let's list F_max in order: 1.1, 4.5, 0.8 eV Å⁻¹.